1.
DFT (ωB97M-V/def2-TZVPD) results for a structure of composition C41H29Cl5F9N2O7P2STi in a non-equilibrium geometry.

Geometry as XYZ:
```
97
Properties=species:S:1:pos:R:3:forces:R:3:mulliken_charge:R:1
Ti -0.5482 -0.1091 -0.2727 -2.1 1.5 2.2 -0.7153
Cl 0.1816 2.6174 2.0431 0.1 0.0 0.2 -0.0971
C -1.4578 2.0592 2.1429 -0.3 -0.3 -0.3 -0.1037
C -1.7837 0.8414 1.4209 -0.6 0.2 0.0 -0.4098
C -3.1586 0.8098 1.0025 0.3 0.2 -0.2 -0.1647
Cl -3.4683 -0.2574 -0.3199 -0.1 -0.2 0.1 -0.0400
C -4.1208 1.6082 1.5558 -0.1 0.1 0.1 0.6466
Cl -5.7686 1.4825 1.0273 0.0 -0.1 0.0 -0.2254
C -3.7794 2.5581 2.5350 0.0 0.2 -0.2 0.1948
Cl -5.0008 3.3685 3.4547 0.0 0.0 0.0 -0.2542
C -2.4236 2.8563 2.7082 0.1 -0.1 0.2 0.3238
Cl -1.9755 4.2907 3.5890 0.0 0.0 0.0 -0.2508
O 2.7087 -0.5989 -2.5060 0.1 0.1 0.0 -0.7635
C 1.5928 -0.8100 -2.0612 0.1 -0.1 -0.2 -0.4931
O 1.0756 -0.0159 -1.1289 1.4 -0.6 -0.9 1.2847
C 0.7675 -1.9248 -2.6014 -0.4 -0.1 0.2 0.0354
C 1.2900 -2.5781 -3.7361 0.4 0.1 -0.2 -0.4710
C 0.5702 -3.5870 -4.3327 -0.3 0.2 0.4 -0.6901
C -0.6413 -4.0130 -3.8216 0.1 -0.1 -0.2 -0.7324
C -1.1892 -3.3855 -2.6838 -0.2 0.2 0.2 -0.9424
C -0.4753 -2.3012 -2.0553 0.3 -0.1 -0.6 1.5596
O -0.9881 -1.6649 -1.0090 0.0 -1.8 -1.1 -1.0552
N -2.4412 -3.8140 -2.2610 -0.1 0.0 0.0 0.9309
O -3.0769 -3.1774 -1.3708 0.0 -0.1 -0.2 -0.7122
O -2.9336 -4.8387 -2.8332 0.0 0.2 0.1 -0.8660
N 1.0687 -4.1816 -5.5719 0.0 0.0 0.0 1.0819
O 2.0670 -3.7075 -6.0835 0.2 0.1 0.0 -0.6681
O 0.4595 -5.1160 -6.0562 -0.2 -0.2 0.0 -0.6759
H 2.2451 -2.2734 -4.1328 0.0 0.1 0.0 0.6939
H -1.1985 -4.7984 -4.3017 -0.1 0.0 0.1 0.5989
C -2.5240 4.4218 -1.9950 0.0 -0.1 0.0 -1.5324
C -2.1012 3.2526 -1.1060 0.1 0.0 0.0 -0.0715
P -1.1515 1.8730 -1.8827 -0.6 0.8 -0.3 1.6625
C -2.2602 1.4704 -3.3043 0.2 -0.4 0.0 -1.2162
C -2.1074 0.0363 -3.8238 -0.1 0.1 0.0 -0.9092
C 0.2048 2.8113 -2.7044 0.2 -0.2 0.1 -0.7646
C 0.9482 2.0853 -3.8254 0.0 0.0 0.1 -0.9322
H -3.2012 5.0722 -1.4377 0.0 0.0 0.0 0.4694
H -3.0500 4.0824 -2.8898 0.0 0.0 0.0 0.2843
H -1.6712 5.0282 -2.3020 0.0 0.0 0.0 0.3372
H -2.9875 2.7833 -0.6726 0.0 0.0 0.1 0.1677
H -1.5016 3.6204 -0.2688 0.0 -0.1 0.1 0.3167
H -2.0590 2.1879 -4.1032 -0.1 0.1 0.0 0.5193
H -3.2841 1.6190 -2.9562 0.0 0.1 0.0 0.5744
H -1.0733 -0.1974 -4.0842 0.0 0.0 0.0 0.1958
H -2.7197 -0.1083 -4.7161 0.0 0.0 0.0 0.5000
H -2.4408 -0.6838 -3.0752 0.0 0.0 0.0 0.0425
H 0.9042 3.0994 -1.9144 0.0 0.0 0.0 0.2854
H -0.2387 3.7202 -3.1100 0.0 0.1 0.1 0.5723
H 1.5144 1.2300 -3.4639 0.0 0.0 0.0 -0.0725
H 1.6590 2.7730 -4.2904 0.0 0.0 0.0 0.4261
H 0.2620 1.7422 -4.6032 0.0 0.0 0.0 0.4064
F 5.8666 0.4050 7.1803 0.0 0.0 0.0 -0.2733
C 5.2777 -0.7316 6.7366 0.1 0.0 0.1 0.7782
F 4.4837 -1.1636 7.7311 0.0 0.0 0.0 -0.2941
F 6.2810 -1.6344 6.6255 0.0 0.0 0.0 -0.2728
C 4.5545 -0.5260 5.4471 -0.1 0.0 0.0 0.4756
C 3.2151 -0.8368 5.3128 0.0 0.0 -0.1 -0.7537
C 2.5735 -0.6167 4.0959 -0.2 0.0 0.1 -0.0297
C 3.2551 -0.0827 3.0106 0.0 0.1 0.0 -0.0095
C 4.6167 0.2036 3.1618 0.0 0.0 0.0 0.0439
C 5.2609 -0.0119 4.3651 0.1 0.0 -0.1 -1.2770
P 2.3261 0.1531 1.4047 0.8 -0.3 0.6 1.7059
C 3.2410 1.6234 0.7799 -0.1 0.1 0.0 -0.0133
C 3.5367 1.8063 -0.5704 0.1 -0.1 0.0 0.0554
C 3.9431 3.0477 -1.0467 0.0 -0.1 -0.1 -0.8336
C 4.0666 4.1183 -0.1790 0.0 0.0 0.0 0.3301
C 3.8119 3.9469 1.1760 0.0 0.0 0.1 -1.2113
C 3.4018 2.7123 1.6466 0.0 0.0 0.0 -0.8779
C 4.4316 5.4761 -0.6792 0.0 0.2 -0.1 0.7839
F 3.3718 6.3163 -0.7054 0.0 0.0 0.0 -0.2739
F 5.3572 6.0818 0.1001 0.0 0.0 0.0 -0.2848
F 4.9305 5.4630 -1.9302 0.0 0.0 0.0 -0.2970
C 3.1128 -1.2978 0.5879 -0.1 0.1 -0.1 0.3179
C 4.4262 -1.3452 0.1287 0.0 0.0 -0.1 0.0744
C 4.9136 -2.4898 -0.4724 0.1 0.1 0.0 -1.2601
C 4.0907 -3.6001 -0.6160 0.0 0.0 0.0 0.3965
C 2.7863 -3.5727 -0.1558 0.0 0.0 0.0 -0.8536
C 2.3019 -2.4200 0.4488 0.0 0.0 0.0 -0.3026
C 4.6490 -4.8127 -1.2892 0.1 -0.1 0.0 0.8160
F 4.9674 -4.5886 -2.5784 0.0 0.0 0.0 -0.2574
F 5.8007 -5.2245 -0.6957 0.0 0.0 0.0 -0.2956
F 3.8149 -5.8632 -1.2642 0.0 0.0 0.0 -0.2958
H 2.6636 -1.2427 6.1506 0.0 0.0 0.0 0.4616
H 1.5170 -0.8556 3.9893 0.1 0.0 0.0 -0.0856
H 5.1787 0.6160 2.3326 0.0 0.0 0.0 0.2953
H 6.3139 0.2216 4.4741 0.0 0.0 0.0 0.3747
H 3.4399 0.9771 -1.2618 -0.1 0.0 0.0 -0.0502
H 4.1530 3.1782 -2.1006 0.0 0.0 0.0 0.4883
H 3.9186 4.7844 1.8547 0.0 0.0 0.0 0.3931
H 3.1905 2.5935 2.7023 0.0 0.0 0.0 0.6652
H 5.0637 -0.4735 0.2152 0.0 0.0 0.0 0.2682
H 5.9317 -2.5248 -0.8423 0.0 0.0 0.0 0.3792
H 2.1469 -4.4365 -0.2800 0.0 0.0 0.0 0.4025
H 1.2734 -2.3786 0.7951 0.0 -0.1 0.0 0.3807
S -0.8353 -1.0757 3.1232 0.2 -0.1 0.0 -0.6161
C -0.9918 -0.4321 1.6088 0.7 0.7 -0.4 0.5516
```
Positions in Å, forces in eV/Å.

Output
- E: -199897.7070 eV
- E_HOMO (spin up / spin down): -0.026 / -0.043 Ha
- Relative energy (zero: lowest compared OMol25 entry of this formula, charge and spin): 60.0 kcal per mole
- Charge: -2
- Frontier orbital gap (spin up / spin down): 4.211 / 4.692 eV
- LUMO (spin up / spin down): 3.50 / 3.52 eV
- Spin multiplicity: 2

***

2.
DFT (ωB97M-V/def2-TZVPD) results for a structure of composition C41H29ClF3MgN5P in a non-equilibrium geometry.

Geometry as XYZ:
```
81
Properties=species:S:1:pos:R:3:forces:R:3:mulliken_charge:R:1
Mg -1.2115 1.1729 0.8579 -0.8 0.3 -0.1 1.0006
N -4.8710 0.1022 -1.3781 -3.4 -0.8 -1.2 0.0896
C -3.6502 0.2131 -0.9691 1.8 1.6 1.9 -0.7233
N -3.3044 0.6543 0.2238 1.4 -1.0 -2.3 -0.3017
C -4.2806 0.7987 1.1615 0.0 0.3 2.3 0.1239
N -3.9653 1.2731 2.3631 -0.9 -0.4 -0.9 -1.1218
N -2.7088 1.6762 2.3949 0.8 -0.2 -0.3 0.6226
C -2.2748 2.4695 3.3582 1.4 1.0 0.1 -0.8586
C -1.0406 3.1582 3.0030 -1.3 -0.2 2.3 0.9965
C -0.5542 4.2741 3.7562 0.7 -0.3 -0.8 -0.9868
C 0.6381 4.8685 3.3437 -1.4 0.5 0.9 -0.2374
C 1.3658 4.3588 2.2651 -1.2 -1.4 0.0 -1.1176
C 0.7675 3.2914 1.5862 1.5 0.6 0.5 0.0474
N -0.3629 2.6805 1.9437 0.4 0.6 -0.8 0.3824
C -5.6547 0.5382 0.8318 -1.0 0.1 0.2 0.7012
C -6.6633 0.7297 1.7836 -0.7 0.0 -0.8 -0.3514
C -8.0049 0.7977 1.3869 1.2 -0.3 0.8 -0.6516
C -8.3460 0.5960 0.0688 0.3 0.4 -0.7 -0.4334
C -7.3542 0.3790 -0.9004 0.0 -0.6 -0.8 -0.6719
C -6.0125 0.2993 -0.5049 0.3 0.4 0.2 -0.0723
H -5.0376 -0.2889 -2.3020 0.0 0.3 0.3 0.3019
H -2.8615 0.0964 -1.6794 0.3 -0.4 -0.5 0.5071
H -2.7531 2.6627 4.3289 -0.2 0.0 -0.7 0.3399
H -1.1414 4.6028 4.6154 0.3 0.1 -0.4 0.3976
H 0.9558 5.8126 3.7938 0.1 -0.5 0.2 0.3809
H 2.3719 4.6915 2.1483 0.4 0.2 -0.8 0.4428
H 1.2414 2.8189 0.7478 0.4 0.0 -0.4 0.3900
H -6.3925 0.8808 2.8091 0.2 0.2 0.3 0.4747
H -8.7351 1.0196 2.1509 -0.2 -0.1 -0.1 0.3942
H -9.3816 0.7131 -0.2223 0.1 -0.2 -0.2 0.3909
H -7.6776 0.2410 -1.9627 0.5 0.1 1.0 0.2963
Cl -1.2671 -0.9867 2.1463 0.3 -0.8 0.2 -0.1835
C -0.0671 -2.2778 2.1470 1.7 -0.6 -0.6 0.7882
C -0.3598 -3.3761 2.9573 -0.3 -0.3 -0.2 -0.4823
C 0.4717 -4.5179 2.9905 0.0 1.4 -0.5 -0.7150
C 1.7157 -4.4208 2.3767 0.9 0.0 -0.1 -0.5492
C 2.1594 -3.2317 1.7947 -1.8 1.1 -0.1 -1.1129
C 1.2057 -2.2043 1.4742 -1.1 -0.3 0.7 -0.0772
P 1.7432 -0.8385 0.3484 1.8 -0.4 0.8 1.6913
C 2.9433 -0.1012 1.5287 0.5 0.2 -0.3 0.3413
C 2.4694 0.1734 2.8119 2.2 -0.3 1.0 -0.0847
C 3.4093 0.2663 3.8854 -1.4 1.2 -1.2 -1.1294
C 4.7477 0.4453 3.6120 0.1 -0.7 0.2 -0.5324
C 5.2120 0.2162 2.3323 0.6 -0.2 -0.6 -0.5415
C 4.3412 -0.0868 1.2971 -0.3 -0.1 -1.3 -0.0030
C 2.6661 -1.4743 -1.0399 1.2 -2.7 -0.3 0.3721
C 3.2835 -0.5843 -1.8967 0.6 0.5 -0.9 -0.6601
C 4.1891 -1.0274 -2.9005 -1.0 0.7 0.8 -0.7730
C 4.5279 -2.3542 -2.9981 1.2 -0.8 -0.5 -0.5917
C 3.9342 -3.2799 -2.1532 -1.1 0.6 1.0 -0.6377
C 2.9594 -2.8828 -1.2405 -0.2 1.7 0.0 -0.8715
H -1.3145 -3.3317 3.4830 0.3 -0.3 0.0 0.4797
H 0.2020 -5.4063 3.5361 -0.2 -0.1 0.0 0.4407
H 2.4446 -5.2436 2.3294 -0.5 0.3 0.6 0.3896
H 3.2162 -3.0146 1.7404 0.1 -0.3 -0.9 0.6054
H 1.4478 0.3504 3.0413 -0.9 -0.4 0.1 0.4705
H 3.0318 0.3620 4.8880 -0.1 0.2 0.2 0.4620
H 5.4602 0.6881 4.3857 0.0 -0.2 0.2 0.4273
H 6.2922 0.1602 2.1748 -0.4 0.4 -0.2 0.3804
H 4.7396 -0.2487 0.2498 -0.5 -0.1 1.5 0.2133
H 3.0783 0.4936 -1.8450 0.1 -0.5 0.1 0.4207
H 4.6039 -0.2710 -3.5462 0.2 0.0 -0.2 0.5383
H 5.3159 -2.7373 -3.6929 -0.8 0.7 0.5 0.3875
H 4.2302 -4.2983 -2.0938 0.2 -0.8 -0.5 0.4910
H 2.3723 -3.6141 -0.7038 0.3 -0.1 0.2 0.5431
F 1.2374 -1.8028 -7.3191 -0.3 2.2 0.4 -0.2668
C 1.2589 -0.4259 -7.0742 0.5 -0.1 -1.5 0.8107
F 2.5561 -0.0372 -7.3995 -1.7 -0.4 1.1 -0.2514
F 0.4851 0.2153 -8.0229 0.7 -1.1 1.3 -0.2483
C 0.7905 -0.1011 -5.6448 0.2 0.5 0.9 -0.0637
C 0.7867 -1.1192 -4.6826 0.3 0.2 -0.4 -0.3905
C 0.4445 -0.8195 -3.3509 0.5 0.2 -0.3 -0.4973
C 0.2744 0.5038 -2.8780 0.2 -0.1 -0.8 0.0677
C 0.2005 1.5236 -3.8722 0.4 0.1 0.5 -0.4664
C 0.4424 1.2181 -5.2059 0.2 -0.3 -1.7 -0.6459
C 0.2789 0.7723 -1.4233 -1.0 0.0 -1.5 0.4139
C 0.6803 0.2794 -0.3169 -1.8 0.7 1.5 -0.4714
H 1.1794 -2.1027 -5.0142 -0.7 0.5 0.6 0.4610
H 0.4329 -1.6216 -2.6336 0.1 -0.2 0.2 0.5079
H 0.0587 2.5875 -3.5866 0.0 -0.9 -0.2 0.4356
H 0.3875 2.0029 -5.9993 0.1 -0.6 1.0 0.3549
```
Positions in Å, forces in eV/Å.

Output
- E: -85838.4980 eV
- E_HOMO (spin up / spin down): -0.270 / -0.344 Ha
- Relative energy (zero: lowest compared OMol25 entry of this formula, charge and spin): 88.0 kcal per mole
- Charge: +1
- Frontier orbital gap (spin up / spin down): 4.256 / 6.250 eV
- LUMO (spin up / spin down): -3.09 / -3.12 eV